No. 1
ORCA calculation (the ωB97M-V functional and the def2-TZVPD basis) on C4H11N3O2 as an isolated structure in a non-equilibrium geometry.

The geometry in XYZ format:
```
20
Properties=species:S:1:pos:R:3:mulliken_charge:R:1
C 1.885 -0.933 -1.007 -0.6768
C 1.152 -0.590 0.415 -0.7840
C -1.391 -0.326 -0.040 -0.5207
C -1.888 -0.548 1.526 -0.7399
H 2.813 -0.178 -0.905 0.1882
H 2.563 -2.191 -1.256 0.2673
H 0.867 -0.754 -1.934 0.1899
H 1.811 -0.348 1.227 0.4506
H 1.003 -1.715 0.725 0.2507
H -1.756 -1.190 -0.620 0.2868
H -2.172 0.415 -0.236 0.3230
H -3.236 -0.388 1.317 0.2433
H -1.831 -1.852 2.061 0.2086
H -1.007 0.281 2.115 0.2213
H 1.277 2.982 0.426 0.3612
N 0.035 0.055 0.004 0.2091
N 0.298 1.355 -0.386 0.5272
N -0.052 1.994 -1.516 -0.1326
O 0.324 2.506 0.448 -0.4845
O -0.695 1.426 -2.365 -0.3887
```

As for the HOMO energy: -8.74 eV. The total energy comes out at -473.272621 a.u. For the frontier orbital gap, the calculation gives 9.19 eV.

***

No. 2
ORCA calculation (the ωB97M-V functional and the def2-TZVPD basis) on a 2-piece molecular cluster, C4H11N3O2 overall in a non-equilibrium geometry.

The geometry in XYZ format:
```
20
Properties=species:S:1:pos:R:3:mulliken_charge:R:1
C -0.657 -0.248 1.981 -0.7713
N 0.265 0.784 1.594 -0.4693
C 0.144 1.735 0.787 0.4060
N -0.860 1.874 -0.260 -0.5025
N 0.912 2.895 1.030 -0.5211
H -1.237 0.157 2.822 0.3389
H -0.107 -1.119 2.342 0.2575
H -1.387 -0.602 1.230 0.2431
H -1.689 2.207 0.218 0.2531
H -0.551 2.538 -0.957 0.2365
H 1.776 2.644 1.496 0.2739
H 1.110 3.315 0.119 0.2561
C -0.221 -2.640 -1.446 -0.7120
C 0.988 -1.821 -1.907 0.7153
O 2.122 -2.205 -1.973 -0.5152
O 0.651 -0.523 -1.981 -0.4632
H 0.145 -3.602 -1.060 0.2996
H -0.859 -2.962 -2.256 0.2624
H -0.854 -2.181 -0.662 0.1654
H 0.309 -0.248 -1.119 0.2471
```

As for the HOMO energy: -9.41 eV. The total energy comes out at -473.739548 a.u. The SMILES is CN=C(N)N.CC(=O)O. For the frontier orbital gap, the calculation gives 10.00 eV.

***

> Which value of HOMO does entry 1 give?

-8.74 eV

***

> What is the frontier orbital gap in the first record?

9.19 eV

***

> The lowest HOMO belongs to which entry?

number 2